1.
84
Properties=species:S:1:pos:R:3 method="wB97M-V/def2-TZVPD" energy_ev=-143441.975 e_homo_ha=-0.18541 fmax_ev_per_a=1.88 multiplicity=1 total_charge=-1
C 3.009 5.211 0.067
C 2.966 4.178 -0.559
C 3.065 2.955 -1.355
C 1.794 2.079 -1.210
C 0.535 2.831 -1.676
B -0.801 1.893 -1.984
C -1.441 2.521 -3.378
C -2.344 3.754 -3.182
C -1.570 5.053 -2.982
Br -2.752 6.607 -3.267
O -0.486 0.445 -2.224
C -1.105 -0.353 -1.280
C 0.022 -0.506 -0.163
C 0.015 -1.828 0.581
O 0.603 -2.781 0.204
Cl -0.865 -2.039 2.172
O -1.351 -1.675 -1.712
C -0.492 -2.081 -2.756
C -0.646 -3.588 -2.939
C 0.282 -4.157 -4.019
C 1.773 -3.806 -3.804
C -2.352 0.546 -0.884
C -2.906 -0.003 0.471
C -2.430 0.773 1.711
C -3.531 0.561 -1.877
I -3.613 -0.818 -3.526
C -4.561 1.372 -1.792
C -5.734 1.382 -2.744
I -4.764 2.811 -0.230
O -1.731 1.780 -0.826
H 3.195 6.159 0.491
H 3.157 3.219 -2.408
H 3.918 2.354 -1.036
H 1.636 1.799 -0.166
H 1.970 1.170 -1.790
H 0.832 3.404 -2.563
H 0.253 3.577 -0.918
H -0.691 2.735 -4.147
H -2.090 1.739 -3.799
H -3.072 3.636 -2.382
H -2.923 3.885 -4.107
H -1.239 5.106 -1.947
H -0.679 5.128 -3.598
H 0.068 0.361 0.493
H 0.947 -0.512 -0.728
H 0.560 -1.882 -2.540
H -0.724 -1.596 -3.708
H -1.699 -3.752 -3.190
H -0.464 -4.133 -2.008
H 0.165 -5.240 -4.003
H -0.026 -3.736 -4.978
H 2.023 -2.976 -4.466
H 1.972 -3.454 -2.789
H 2.442 -4.645 -3.986
H -3.994 0.068 0.472
H -2.683 -1.069 0.505
H -1.405 0.565 1.998
H -3.071 0.499 2.550
H -2.527 1.836 1.512
H -5.425 1.362 -3.784
H -6.444 0.593 -2.494
H -6.280 2.317 -2.600
N -0.509 0.603 5.098
C 0.496 -0.251 4.906
C 1.408 -0.602 5.888
C 1.275 -0.032 7.142
C 0.238 0.861 7.364
C -0.623 1.141 6.312
H 0.567 -0.673 3.911
H 2.201 -1.305 5.666
H 1.969 -0.279 7.937
H 0.098 1.330 8.329
H -1.450 1.831 6.439
N 3.472 -2.978 4.296
C 3.388 -3.081 2.969
C 4.139 -3.970 2.216
C 5.031 -4.797 2.876
C 5.135 -4.705 4.255
C 4.335 -3.785 4.913
H 2.678 -2.413 2.494
H 4.025 -4.011 1.141
H 5.637 -5.505 2.324
H 5.820 -5.334 4.808
H 4.380 -3.680 5.992

***

2.
80
Properties=species:S:1:pos:R:3 method="wB97M-V/def2-TZVPD" energy_ev=-160285.645 e_homo_ha="-0.47402 / -0.47194" de_lowest_kcal_mol=59.7 s2=6.0207 fmax_ev_per_a=3.73 multiplicity=5 total_charge=+2
C 1.563 -1.481 -5.199
C 2.473 -1.572 -4.141
C 3.717 -0.952 -4.255
C 4.039 -0.329 -5.455
N 3.174 -0.263 -6.469
C 1.971 -0.835 -6.371
C 2.106 -2.264 -2.914
C 1.650 -2.715 -1.864
C 1.083 -3.080 -0.606
C 0.553 -2.003 0.059
C -0.115 -2.112 1.285
C -0.810 -3.393 1.401
C -0.087 -4.543 0.976
C 0.878 -4.386 -0.082
Fe -1.975 -1.193 1.274
P -0.852 1.016 -0.568
H 4.386 -0.848 -3.411
H 0.531 -1.768 -5.096
H 5.006 0.166 -5.595
H 1.297 -0.731 -7.224
H 1.393 -5.289 -0.511
H 0.706 -1.084 -0.516
H -0.283 -5.533 1.389
H -0.012 -1.242 2.074
C -1.389 2.664 0.015
C -0.825 3.902 -0.637
H -1.140 2.675 1.086
H -2.476 2.659 -0.031
H -1.230 4.780 -0.136
H 0.254 3.983 -0.559
H -1.101 4.002 -1.683
C 0.945 1.301 -1.011
C 1.342 1.886 -2.362
H 1.473 0.339 -0.951
H 1.347 1.903 -0.183
H 2.433 2.000 -2.353
H 1.128 1.200 -3.198
H 0.904 2.870 -2.564
C -1.622 0.718 -2.223
C -1.962 1.908 -3.094
H -2.522 0.126 -2.014
H -0.933 0.040 -2.744
H -2.487 1.543 -3.979
H -2.621 2.624 -2.599
H -1.078 2.427 -3.474
Br -2.311 -3.391 2.603
P 1.305 0.622 2.741
C 2.012 2.297 2.438
C 2.424 3.054 3.698
H 1.218 2.852 1.889
H 2.860 2.164 1.738
H 2.752 4.046 3.356
H 1.572 3.195 4.381
H 3.272 2.572 4.210
C 0.479 0.551 4.387
C 1.255 -0.095 5.534
H -0.450 -0.023 4.210
H 0.163 1.572 4.652
H 0.582 -0.160 6.392
H 1.555 -1.118 5.301
H 2.120 0.497 5.846
C 2.603 -0.669 2.733
C 3.918 -0.238 3.353
H 2.735 -0.955 1.674
H 2.174 -1.553 3.239
H 4.618 -1.070 3.226
H 4.348 0.631 2.843
H 3.830 -0.048 4.431
N -8.884 -1.786 -0.188
C -7.735 -1.569 -0.124
C -6.328 -1.294 0.022
C -5.861 -0.320 0.885
C -4.504 -0.076 1.118
N -3.648 -0.934 0.468
C -3.991 -1.827 -0.535
C -5.367 -2.017 -0.705
H -6.571 0.282 1.452
H -4.115 0.746 1.760
H -3.202 -2.322 -1.105
H -5.654 -2.731 -1.413

***

3.
83
Properties=species:S:1:pos:R:3 method="wB97M-V/def2-TZVPD" energy_ev=-94668.753 e_homo_ha=-0.47284 de_lowest_kcal_mol=0.0 fmax_ev_per_a=7.76 multiplicity=1 total_charge=+2
P 1.152 1.557 -4.503
C 2.894 1.754 -4.826
C 3.475 1.181 -5.972
H 2.885 0.527 -6.613
C 4.804 1.464 -6.283
H 5.247 1.026 -7.175
C 5.555 2.306 -5.459
H 6.592 2.531 -5.711
C 4.980 2.864 -4.310
H 5.564 3.519 -3.666
C 3.653 2.588 -3.984
H 3.191 3.012 -3.091
C 0.540 0.153 -5.446
C 1.121 -1.111 -5.229
H 1.994 -1.208 -4.580
C 0.578 -2.239 -5.843
H 1.010 -3.221 -5.641
C -0.495 -2.105 -6.729
H -0.900 -2.987 -7.231
C -1.036 -0.845 -6.987
H -1.855 -0.731 -7.697
C -0.534 0.286 -6.342
H -0.952 1.270 -6.559
C 0.222 3.032 -4.899
C 0.527 3.678 -6.111
H 1.311 3.280 -6.756
C -0.176 4.824 -6.479
H 0.058 5.312 -7.423
C -1.170 5.335 -5.639
H -1.718 6.233 -5.931
C -1.457 4.704 -4.425
H -2.227 5.102 -3.765
C -0.760 3.556 -4.041
H -0.951 3.087 -3.073
Hf 0.300 0.498 -0.395
C -1.813 -0.735 -0.613
C -2.301 -0.930 -1.846
H -2.331 -1.104 0.284
C -1.514 -0.335 -3.009
O -2.343 0.713 -3.565
H -1.834 1.279 -4.177
C -0.266 0.157 -2.440
H -1.270 -1.078 -3.787
C 0.690 1.036 -2.444
Cl -0.362 -0.176 2.000
Cl 2.593 0.938 0.209
P 1.266 -2.066 -0.463
C 2.067 -2.566 1.099
H 1.300 -2.870 1.821
H 2.624 -1.720 1.515
H 2.751 -3.402 0.902
C 0.260 -3.534 -0.836
H -0.209 -3.420 -1.821
H -0.533 -3.628 -0.083
H 0.886 -4.438 -0.829
C 2.626 -2.210 -1.663
H 3.244 -1.305 -1.624
H 2.220 -2.324 -2.675
H 3.237 -3.086 -1.406
P -3.842 -1.744 -2.373
C -4.419 -2.820 -1.076
C -3.423 -2.672 -3.857
H -4.531 -2.255 -0.142
H -3.711 -3.646 -0.923
H -5.393 -3.229 -1.378
H -3.109 -1.995 -4.663
H -4.307 -3.234 -4.186
H -2.607 -3.375 -3.639
C -5.024 -0.462 -2.780
H -5.172 0.177 -1.901
H -5.976 -0.921 -3.074
H -4.614 0.147 -3.595
H 1.596 1.329 -1.858
N -0.694 2.507 3.628
C 0.103 2.953 2.447
C -0.903 2.778 1.316
O -2.070 3.019 1.579
O -0.454 2.307 0.165
H -1.642 2.908 3.499
H -0.267 2.794 4.511
H -0.745 1.474 3.577
H 0.350 4.011 2.553
H 1.006 2.352 2.324

***

What is the multiplicity in the third record?
1

***

Which value of multiplicity does entry 2 give?
5

***

The highest multiplicity belongs to which entry?
C31H42BrFeN3P2